# 1
Computed, not measured: a 3-piece molecular cluster, C17H38F5N2O10P overall, with ωB97M-V with the def2-TZVPD basis set.

Structure (XYZ):
```
73
Properties=species:S:1:pos:R:3:forces:R:3
P -1.6570 0.3818 1.4997 -1.1 5.6 -4.3
F -1.8888 -1.3361 4.1621 1.5 -1.7 -2.1
F -2.8550 -3.2590 1.6740 1.8 2.3 0.2
F 0.0347 -2.4150 3.3964 -3.2 0.9 -0.2
F -1.8260 -3.5424 3.8597 0.9 2.6 -1.1
F -0.8982 -2.5576 0.8573 -1.9 1.6 2.4
O 1.8994 -7.5530 -2.4163 0.3 0.2 -0.3
O 0.2412 5.3143 -0.0790 -0.3 0.3 0.3
O -2.2062 5.4343 -1.8837 0.3 0.2 0.0
O -2.1228 1.2332 0.2933 1.1 -3.0 3.4
O 3.0743 -4.9869 -1.2781 -0.2 -0.2 -0.1
O -1.8804 1.3337 2.8884 -0.3 -2.4 -2.0
O 0.0345 -5.3623 -1.2009 0.3 0.1 0.3
O 0.4987 6.3130 -3.0252 -0.2 -0.3 -0.2
O -2.5978 -1.0352 1.4824 3.5 -0.4 1.2
O 0.0126 0.1654 1.3167 -3.5 -0.2 -0.1
N -4.2826 0.9419 3.2534 0.9 0.5 0.2
N 0.6006 0.3564 2.5643 2.2 0.2 2.0
C -0.7075 4.2696 -0.2777 0.3 0.0 -0.4
C -3.1949 1.9272 2.9212 -1.4 1.5 1.6
C 2.0758 1.6265 4.0926 -0.9 -0.7 -0.4
C 2.0860 -4.5620 -2.2197 0.1 0.1 0.0
C 2.9794 -7.4618 -1.4953 -0.4 0.1 0.1
C 1.2887 1.6679 2.6769 1.2 1.2 0.7
C 2.8432 -6.2273 -0.6095 0.2 0.0 0.0
C 0.7418 -4.1953 -1.6073 -0.1 -0.4 -0.1
C -0.7572 -5.1642 -0.0455 0.0 -0.4 -0.4
C -1.3717 -2.3173 3.3192 0.7 -2.2 2.2
C 2.2982 -7.9896 -3.7017 -0.3 0.0 0.2
C -1.8997 -2.2158 1.8012 -1.5 -2.0 -1.5
C 1.0220 5.8583 -4.2572 0.1 0.2 0.3
C -1.6311 6.7410 -1.9433 -0.2 -0.1 -0.1
C 0.1787 5.8848 1.2127 0.2 -0.1 -0.3
C -1.3124 4.3388 -1.6755 -0.2 -0.2 0.1
C -0.7463 6.9914 -3.1563 0.3 -0.1 0.3
H -0.1924 -4.6587 0.7411 0.0 0.0 0.0
H -0.1773 3.3181 -0.1621 -0.2 -0.2 0.0
H 0.7475 6.8171 1.2001 0.0 -0.1 0.0
H -3.8968 0.2352 3.9071 -0.3 0.7 -0.4
H 3.1797 -7.4433 -4.0525 0.1 -0.1 0.0
H 3.6182 -6.2886 0.1608 0.1 0.0 -0.1
H 1.3394 -0.3699 2.6258 -0.7 0.5 -0.1
H 0.9032 -3.5209 -0.7564 0.0 -0.1 0.0
H 0.2604 5.3363 -4.8450 0.0 0.1 -0.1
H -2.4820 7.4260 -2.0073 0.0 -0.1 -0.1
H 1.3267 1.7352 4.9541 1.2 0.0 -1.2
H 1.4308 6.6982 -4.8288 0.0 -0.1 -0.2
H -1.9195 3.4395 -1.8146 -0.1 0.1 0.2
H 2.9522 -8.3603 -0.8682 0.2 0.0 0.1
H -3.4725 2.5314 2.0044 0.6 -1.2 0.7
H -1.6545 -4.5912 -0.2958 0.0 0.0 0.2
H -4.9587 1.5069 3.7991 0.3 -0.8 -0.5
H 2.5355 0.5853 4.1857 -0.5 1.4 0.0
H -1.0573 -6.1432 0.3306 0.0 0.0 -0.2
H -1.1166 6.9802 -1.0125 0.2 0.0 -0.1
H -0.8531 6.1163 1.4968 0.0 -0.1 0.1
H 2.4978 -3.6588 -2.6797 0.0 0.0 0.2
H 0.6283 5.2076 1.9456 -0.1 0.0 0.2
H -0.5464 4.3073 -2.4503 0.2 0.2 0.2
H 1.8915 -6.2130 -0.0780 -0.1 -0.1 -0.2
H 2.5018 -9.0642 -3.6878 0.1 0.0 -0.2
H -1.2736 6.6668 -4.0627 0.0 0.0 0.1
H 2.9194 2.3788 4.1445 -1.2 -0.8 -0.1
H 1.9781 -5.2908 -3.0229 -0.2 -0.1 0.1
H -0.5285 8.0615 -3.2408 -0.2 0.1 0.0
H 0.1244 -3.6807 -2.3513 0.1 0.2 -0.1
H 2.0882 1.8574 1.8887 -1.1 -0.5 0.6
H 1.8258 5.1531 -4.0432 0.0 0.1 0.1
H 1.4773 -7.7961 -4.3954 0.0 0.0 0.1
H -1.5120 4.3140 0.4652 0.0 0.0 0.0
H 0.5741 2.5634 2.6239 0.7 -1.6 0.2
H -3.1771 2.6733 3.7981 0.7 -0.9 -1.3
H 3.9435 -7.4279 -2.0154 -0.1 0.0 0.0
```
Positions in Å, forces in eV/Å.

E_HOMO = -8.90 eV
Total energy = -2372.9608 a.u.
SMILES = CCNO[P@](=O)(OCN)OC(F)(F)C(F)(F)F.COCCOCCOC.COCCOCCOC
Charge = 0
LUMO energy = 0.33 eV
Multiplicity = 1
Orbital gap = 9.235 eV

How positive or negative is each atom? The Mulliken charges in e answer that: atom 1 (P): 0.9949, atom 2 (F): -0.1952, atom 3 (F): -0.3140, atom 4 (F): -0.2346, atom 5 (F): -0.2550, atom 6 (F): -0.0787, atom 7 (O): -0.2728, atom 8 (O): -0.3263, atom 9 (O): -0.4913, atom 10 (O): -0.7162, atom 11 (O): -0.4801, atom 12 (O): -0.2068, atom 13 (O): -0.3421, atom 14 (O): -0.2481, atom 15 (O): -0.2922, atom 16 (O): -0.2181, atom 17 (N): -0.6279, atom 18 (N): -0.1836, atom 19 (C): -0.1065, atom 20 (C): -0.3721, atom 21 (C): -1.0685, atom 22 (C): -0.4122, atom 23 (C): -0.5595, atom 24 (C): -0.1438, atom 25 (C): -0.2411, atom 26 (C): -0.2482, atom 27 (C): -0.7433, atom 28 (C): 0.6112, atom 29 (C): -0.8164, atom 30 (C): 0.6704, atom 31 (C): -0.8105, atom 32 (C): -0.3100, atom 33 (C): -0.7661, atom 34 (C): -0.4706, atom 35 (C): -0.5453, atom 36 (H): 0.2561, atom 37 (H): 0.1966, atom 38 (H): 0.2653, atom 39 (H): 0.2274, atom 40 (H): 0.3706, atom 41 (H): 0.4284, atom 42 (H): 0.2403, atom 43 (H): 0.1053, atom 44 (H): 0.3615, atom 45 (H): 0.4330, atom 46 (H): 0.2563, atom 47 (H): 0.3149, atom 48 (H): 0.4392, atom 49 (H): 0.3805, atom 50 (H): 0.2761, atom 51 (H): 0.3000, atom 52 (H): 0.2816, atom 53 (H): 0.2864, atom 54 (H): 0.3740, atom 55 (H): 0.0622, atom 56 (H): 0.3862, atom 57 (H): 0.4340, atom 58 (H): 0.2155, atom 59 (H): 0.1181, atom 60 (H): 0.0301, atom 61 (H): 0.3230, atom 62 (H): 0.3459, atom 63 (H): 0.3627, atom 64 (H): 0.1097, atom 65 (H): 0.4135, atom 66 (H): 0.4199, atom 67 (H): 0.3055, atom 68 (H): 0.2340, atom 69 (H): 0.2322, atom 70 (H): 0.2946, atom 71 (H): 0.0778, atom 72 (H): 0.3107, atom 73 (H): 0.3515

# 2
Computed, not measured: a 2-piece molecular cluster, C7H12NOP overall, with ωB97M-V with the def2-TZVPD basis set.

Structure (XYZ):
```
22
Properties=species:S:1:pos:R:3:forces:R:3
P 0.7066 -0.9469 0.2885 -2.4 -1.9 -0.2
O -0.1916 3.1681 -1.3674 0.8 -0.4 -0.5
N -1.7183 1.7710 -0.6191 1.6 -1.2 0.4
C -0.4399 1.9154 -0.9177 0.0 -1.6 1.1
C -1.3877 3.8066 -1.3944 -1.4 -0.5 0.8
C 0.9558 -0.2546 1.8959 -1.0 2.2 0.5
C -2.3407 2.9716 -0.8744 2.2 0.4 -1.1
C 0.9669 0.4008 -0.8176 0.3 3.8 -2.9
C -1.1045 -1.4626 0.0783 2.4 -1.6 -0.6
C 1.7139 -2.3188 0.1615 0.3 0.5 -0.9
H 1.9947 -0.2494 2.0662 1.6 0.4 -0.1
H 1.6474 -2.9382 -0.7629 -0.2 0.5 0.7
H 0.6760 -0.9975 2.6150 -0.9 -0.2 0.5
H -1.0797 -1.7387 -1.0514 -0.5 0.1 2.0
H -1.8767 -0.7237 0.2713 0.3 0.1 0.1
H -3.3799 3.1288 -0.7374 -0.6 0.1 0.1
H 2.7588 -2.0174 0.3441 -0.3 -0.3 0.2
H 2.0950 0.5920 -0.6732 -1.6 1.0 0.5
H 1.0448 0.3385 -1.9429 -0.8 -1.0 1.2
H -1.0990 -2.3859 0.7778 -0.6 1.4 -1.4
H -1.4683 4.7914 -1.7996 0.4 0.3 0.0
H 0.5409 0.8210 2.0792 0.5 -2.2 -0.3
```
Positions in Å, forces in eV/Å.

E_HOMO (spin up / spin down) = -7.54 / -7.54 eV
Total energy = -745.0950 a.u.
Charge = 0
LUMO energy (spin up / spin down) = 0.55 / 0.55 eV
Multiplicity = 1
Orbital gap (spin up / spin down) = 8.091 / 8.090 eV
Energy above the lowest of the compared OMol25 structures with the same formula, charge and spin = 285.3 kJ/mol

How positive or negative is each atom? The Mulliken charges in e answer that: atom 1 (P): 1.1783, atom 2 (O): -0.3348, atom 3 (N): -0.2569, atom 4 (C): 0.1758, atom 5 (C): -0.1493, atom 6 (C): -1.2435, atom 7 (C): -0.3978, atom 8 (C): -0.7898, atom 9 (C): -1.1298, atom 10 (C): -1.2408, atom 11 (H): 0.4395, atom 12 (H): 0.2690, atom 13 (H): 0.3518, atom 14 (H): 0.2875, atom 15 (H): 0.3945, atom 16 (H): 0.3981, atom 17 (H): 0.2700, atom 18 (H): 0.3406, atom 19 (H): 0.4071, atom 20 (H): 0.3462, atom 21 (H): 0.3954, atom 22 (H): 0.2888